(1)
Below is a molecular structure, C7H14 in a non-equilibrium geometry, with properties calculated with the ωB97M-V functional and the def2-TZVPD basis.

Atoms and positions in Å:
C: -1.6641 0.9398 1.1109
C: -1.2564 0.0873 0.1691
C: -1.9923 -0.9392 -0.6857
C: 1.0898 -1.0159 0.8621
C: 1.3257 1.4046 0.3402
C: 0.9572 -0.3208 -1.4868
C: 0.7138 0.1108 -0.0061
H: -0.9330 1.4464 1.6980
H: -2.7119 1.1890 1.3810
H: -1.7587 -1.9224 -0.3761
H: -3.1067 -0.7091 -0.5610
H: -1.8427 -0.7226 -1.7380
H: 0.8236 -0.7332 1.8592
H: 0.6317 -2.0164 0.6578
H: 2.1511 -1.0964 0.6691
H: 0.8848 2.3055 -0.1586
H: 1.1446 1.6759 1.4675
H: 2.3928 1.4559 0.2325
H: 0.4902 0.3586 -2.1286
H: 0.6712 -1.2931 -1.7245
H: 1.9892 -0.2048 -1.5821

Atoms 1-3, force components in eV/Å:
C -3.8 5.1 6.2
C 6.0 -5.5 -7.1
C -1.3 3.3 1.4

orbital gap (alpha / beta)	5.69 / 7.21	eV
energy above the lowest of the compared OMol25 structures with the same formula, charge and spin	1.1874	eV
highest occupied orbital energy (alpha / beta)	-4.76 / -8.86	eV
DFT total energy	-274.8502	Ha
LUMO (alpha / beta)	0.93 / -1.65	eV
<S²>	2.01
spin multiplicity	3

These are the Löwdin partial charges, in e, on atoms 1 to 6: atom 1 (C): -0.024, atom 2 (C): -0.193, atom 3 (C): -0.081, atom 4 (C): -0.090, atom 5 (C): -0.097, atom 6 (C): -0.060

---

(2)
Below is a molecular structure, C34H40Cl6IN3O6Si3Ta in a non-equilibrium geometry, with properties calculated with the ωB97M-V functional and the def2-TZVPD basis.

Atoms and positions in Å:
Ta: -0.2552 -0.3472 -0.6226
C: 0.6363 3.8961 -0.6427
C: 1.5388 3.2108 -1.6095
N: 2.1369 4.0040 -2.5008
C: 2.9379 3.4866 -3.4139
C: 3.2616 2.1359 -3.4785
C: 4.2571 1.6321 -4.4943
O: 5.5852 1.5821 -3.9885
C: 2.6902 1.3104 -2.5233
C: 3.1644 -0.0784 -2.3504
N: 3.7327 -0.4899 -1.2986
C: 3.9984 0.3634 -0.2151
C: 4.9966 1.3349 -0.3136
C: 5.3717 2.0843 0.7854
C: 4.7624 1.8823 2.0171
C: 3.7527 0.9432 2.1292
C: 3.3786 0.1990 1.0171
I: 1.8029 -1.1530 1.2965
C: 1.7684 1.8378 -1.6204
O: 1.1081 0.9692 -0.7635
H: 1.1963 4.6766 -0.1267
H: 0.2274 3.2112 0.0842
H: -0.1792 4.3801 -1.1815
H: 3.3671 4.1799 -4.1300
H: 4.2756 2.3207 -5.3381
H: 3.9583 0.6543 -4.8830
H: 5.7209 0.7434 -3.5363
H: 3.0630 -0.7841 -3.1753
H: 5.4804 1.4896 -1.2693
H: 6.1499 2.8280 0.6792
H: 5.0636 2.4555 2.8828
H: 3.2546 0.7919 3.0767
C: -4.1063 1.0243 -0.8767
Si: -3.5289 0.1125 0.6543
C: -4.5895 0.9564 1.9669
C: -4.2369 -1.6322 0.4051
C: -1.5935 0.0138 1.1439
Si: -1.1742 1.7019 2.0452
C: -1.7932 1.8443 3.8211
C: -2.0288 3.1148 1.1509
C: 0.6479 2.0950 2.2888
Si: -1.6447 -1.2531 2.5913
C: -0.2410 -1.2047 3.8610
C: -3.1867 -1.2804 3.6583
C: -1.4925 -2.9796 1.8587
C: -2.0122 -4.1105 2.4866
C: -1.7666 -5.3672 1.9638
C: -0.9869 -5.4611 0.8235
C: -0.5103 -4.2971 0.2508
N: -0.7604 -3.0761 0.7374
H: -5.1959 1.0102 -0.7628
H: -3.7967 2.0664 -0.9281
H: -3.8808 0.5427 -1.8248
H: -5.5644 0.4621 1.9378
H: -4.7593 1.9982 1.6937
H: -4.2493 0.9272 2.9930
H: -4.5331 -1.7753 -0.6360
H: -5.1530 -1.7143 0.9943
H: -3.5987 -2.4678 0.6839
H: -2.8598 1.7090 3.9693
H: -1.5735 2.8817 4.0941
H: -1.2633 1.2136 4.5325
H: -3.0710 3.1754 1.4655
H: -2.0087 3.0418 0.0663
H: -1.5546 4.0574 1.4343
H: 1.0660 1.4908 3.0944
H: 0.6725 3.1356 2.6280
H: 1.3053 2.0166 1.4278
H: 0.3296 -0.2819 3.9089
H: 0.4609 -2.0260 3.7204
H: -0.7065 -1.3533 4.8393
H: -3.2808 -0.3867 4.2725
H: -3.0521 -2.1114 4.3558
H: -4.1215 -1.4398 3.1270
H: -2.6124 -4.0043 3.3792
H: -2.1688 -6.2533 2.4371
H: -0.7467 -6.4155 0.3763
H: 0.0984 -4.3595 -0.6389
Cl: 2.9210 -3.3618 -1.0446
C: 1.5625 -3.0617 -2.0633
C: 0.4946 -2.2237 -1.6995
C: -0.6407 -2.4613 -2.4529
Cl: -2.0581 -1.6453 -1.7950
C: -0.7926 -3.2531 -3.5693
Cl: -2.2992 -3.3729 -4.3723
C: 0.3408 -3.9341 -3.9973
Cl: 0.2729 -4.8906 -5.4101
C: 1.4999 -3.8613 -3.2210
Cl: 2.8496 -4.8063 -3.6963
O: -0.0944 0.1368 -3.0413
Cl: -1.1226 1.1922 -3.0084
O: -2.2958 0.7831 -3.6653
O: -0.6434 2.4391 -3.4317
O: -1.3752 1.2297 -1.4955

Atoms 1-3, force components in eV/Å:
Ta 1.0 0.4 1.0
C 0.0 0.0 0.0
C 0.0 0.0 0.0

orbital gap	7.43	eV
highest occupied orbital energy	-11.40	eV
DFT total energy	-5919.2677	Ha
LUMO	-3.97	eV
net charge	+1

These are the Löwdin partial charges, in e, on atoms 1 to 6: atom 1 (Ta): 1.546, atom 2 (C): -0.007, atom 3 (C): -0.260, atom 4 (N): 0.148, atom 5 (C): -0.053, atom 6 (C): -0.122

---

(3)
Below is a gas-phase ion, C16H27N2O2 (charge +1), with properties calculated with the ωB97M-V functional and the def2-TZVPD basis.

Atoms and positions in Å:
C: -0.9478 -5.5865 -0.4441
H: -1.5136 -6.0235 -1.2644
H: -1.6232 -5.3722 0.3887
H: -0.1752 -6.2891 -0.1220
O: -0.3799 -4.4011 -0.9656
C: 0.4235 -3.6593 -0.1779
C: 0.7098 -3.9188 1.1608
C: 1.5666 -3.0831 1.8551
C: 2.1370 -1.9799 1.2480
C: 1.8376 -1.7078 -0.0837
C: 0.9983 -2.5438 -0.7960
H: 0.8037 -2.4008 -1.8452
N: 2.4442 -0.5714 -0.6793
C: 1.8921 0.3976 -1.3930
O: 2.4865 1.4071 -1.7567
C: 0.3974 0.3186 -1.7809
N: 0.0800 1.6731 -2.2677
H: -0.2627 1.6561 -3.2300
C: -0.8438 2.5317 -1.4601
C: -1.3373 3.6460 -2.3747
H: -1.8377 3.2463 -3.2547
H: -0.5130 4.2806 -2.6920
H: -2.0542 4.2689 -1.8486
C: -0.1382 3.1118 -0.2339
H: -0.7658 3.9163 0.1481
H: 0.8019 3.5670 -0.5544
C: 0.1586 2.1491 0.9208
H: 0.9210 1.4268 0.6253
H: 0.5962 2.7454 1.7236
C: -1.0485 1.4006 1.5017
C: -2.0792 2.3642 2.0840
H: -2.5218 2.9918 1.3146
H: -1.6176 3.0046 2.8312
H: -2.8807 1.8087 2.5632
C: -0.5647 0.4326 2.5807
H: 0.1437 -0.2877 2.1742
H: -0.0788 0.9774 3.3857
H: -1.4030 -0.1165 3.0004
H: -1.5371 0.8059 0.7188
H: -1.6911 1.9104 -1.1569
H: 1.0754 2.0982 -2.2719
H: 0.2625 -0.4146 -2.5756
H: -0.2162 0.0322 -0.9276
H: 3.4103 -0.4064 -0.4135
H: 2.8074 -1.3368 1.7962
H: 1.7929 -3.2972 2.8876
H: 0.2844 -4.7720 1.6620

Atoms 1-3, force components in eV/Å:
C -0.1 -0.3 0.1
H 0.0 0.0 0.1
H 0.0 0.0 0.0

orbital gap	9.01	eV
structure (SMILES)	COc1cccc(NC(=O)C[NH2+][C@H](C)CCC(C)C)c1
energy above the lowest of the compared OMol25 structures with the same formula, charge and spin	0.0000	eV
highest occupied orbital energy	-11.58	eV
DFT total energy	-885.6601	Ha
LUMO	-2.57	eV
net charge	+1

These are the Löwdin partial charges, in e, on atoms 1 to 6: atom 1 (C): -0.064, atom 2 (H): 0.099, atom 3 (H): 0.099, atom 4 (H): 0.102, atom 5 (O): -0.070, atom 6 (C): -0.265

---

(4)
Below is 3 unconnected molecules or ions with the total composition C36H51Cl2F3NO11P in a non-equilibrium geometry, with properties calculated with the ωB97M-V functional and the def2-TZVPD basis.

Atoms and positions in Å:
C: 5.8394 2.1444 2.4323
C: 6.8473 2.3305 1.2693
C: 6.2755 3.1639 0.1134
C: 4.8385 2.7668 -0.3065
C: 3.7190 3.6918 0.2611
C: 2.6984 2.8977 1.1297
C: 1.2166 3.1362 0.7754
C: 0.4622 1.9914 -0.0045
P: 1.8130 1.4686 -1.2250
O: 1.2137 0.9404 -2.6566
Cl: 2.4967 -0.3693 -0.4740
C: 0.2769 0.9353 1.1371
O: 1.0093 0.6205 2.0243
N: -1.0044 0.4317 1.0373
C: -1.9068 1.5121 0.6463
C: -3.3648 1.1451 0.2592
C: -3.7239 -0.3680 0.2702
C: -4.9208 -0.7433 1.1752
C: -5.3604 -2.1603 0.7808
C: -2.0925 2.2951 2.0056
C: -2.6621 1.4675 3.1635
C: -4.0358 1.9881 3.6475
O: -1.7906 1.4859 4.2966
C: -1.0281 2.2331 -0.4213
C: -1.3822 1.7902 -1.8965
C: -1.6435 0.3254 -2.2744
C: -0.8281 -0.8388 -1.7068
Cl: -0.2556 -1.9373 -3.0160
C: -1.5979 3.7032 -0.5229
C: -1.3205 4.8183 0.4953
C: -0.6051 6.0338 -0.0698
F: -1.5315 6.8096 -0.6855
F: 0.2845 5.7630 -1.0112
F: -0.0859 6.7804 0.8800
H: 5.1189 2.9564 2.4084
H: 5.3432 1.1816 2.3606
H: 6.3531 2.2116 3.3886
H: 7.1580 1.3534 0.9088
H: 7.7048 2.8616 1.6758
H: 6.3806 4.2329 0.2932
H: 6.9122 2.9491 -0.7472
H: 4.6923 1.7284 -0.0168
H: 4.8228 2.7840 -1.3923
H: 4.1940 4.4809 0.8345
H: 3.2126 4.0904 -0.6123
H: 2.8225 3.3330 2.1219
H: 2.9886 1.8638 1.2660
H: 0.6871 3.2270 1.7181
H: 1.1368 4.1050 0.2922
H: 1.3331 1.6099 -3.3447
H: -1.3027 -0.3339 1.6170
H: -4.0830 1.6316 0.9071
H: -3.6253 1.5117 -0.7298
H: -4.0295 -0.6535 -0.7335
H: -2.9065 -1.0368 0.5342
H: -4.5606 -0.7551 2.2017
H: -5.7263 -0.0291 1.0190
H: -6.3016 -2.4371 1.2435
H: -4.5978 -2.8696 1.1027
H: -5.4009 -2.2323 -0.3031
H: -2.8004 3.1043 1.8087
H: -1.1832 2.7829 2.3542
H: -2.8144 0.4152 2.9404
H: -4.1242 3.0681 3.5597
H: -4.7967 1.5323 3.0114
H: -4.2016 1.6147 4.6521
H: -1.7095 2.4095 4.5719
H: -2.2857 2.3095 -2.2011
H: -0.6289 2.2856 -2.5002
H: -2.6904 0.1132 -2.0949
H: -1.5622 0.2543 -3.3570
H: 0.0075 -0.5934 -1.0760
H: -1.4795 -1.4599 -1.1082
H: -1.3201 4.0893 -1.5017
H: -2.6751 3.6002 -0.5920
H: -0.8282 4.5557 1.4204
H: -2.2660 5.2398 0.8277
C: 6.3350 -3.9820 -1.1887
C: 5.4094 -3.2478 -0.5570
C: 4.3811 -3.8759 0.3386
O: 3.5796 -3.1537 0.8989
C: 4.3940 -5.3260 0.4888
C: 5.3171 -6.0575 -0.1457
C: 6.3606 -5.4274 -1.0197
O: 7.1823 -6.1504 -1.5532
O: 5.3724 -7.3842 -0.0444
O: 5.3420 -1.9271 -0.6804
H: 7.0812 -3.5410 -1.8341
H: 3.6391 -5.7695 1.1225
H: 6.1293 -7.6626 -0.5969
H: 4.5886 -1.6378 -0.1242
C: -3.9042 -6.5696 -1.9031
C: -3.3308 -5.3617 -1.8301
C: -3.9688 -4.1484 -2.4393
O: -3.4054 -3.0776 -2.3161
C: -5.2296 -4.3153 -3.1492
C: -5.8002 -5.5235 -3.2256
C: -5.1769 -6.7327 -2.5918
O: -5.7579 -7.7978 -2.6832
O: -6.9496 -5.7320 -3.8618
O: -2.1679 -5.1589 -1.2183
H: -3.4555 -7.4504 -1.4662
H: -5.6709 -3.4370 -3.5990
H: -7.1399 -6.6862 -3.7651
H: -1.9725 -4.2049 -1.3140

Atoms 1-3, force components in eV/Å:
C 0.6 0.3 -0.4
C -0.7 0.6 0.6
C 0.2 -0.9 -0.5

orbital gap	7.35	eV
structure (SMILES)	CCCCCCC[C@@]1(P(O)Cl)C(=O)N[C@@](CCCC)(C[C@H](C)O)[C@@]1(CCCCl)CCC(F)(F)F.O=C1C=C(O)C(=O)C=C1O.O=C1C=C(O)C(=O)C=C1O
highest occupied orbital energy	-8.90	eV
DFT total energy	-3846.0884	Ha
LUMO	-1.54	eV

These are the Löwdin partial charges, in e, on atoms 1 to 6: atom 1 (C): -0.090, atom 2 (C): -0.244, atom 3 (C): -0.220, atom 4 (C): -0.228, atom 5 (C): -0.202, atom 6 (C): -0.236

---

(5)
Below is a molecular structure, C3H5FNiO2, with properties calculated with the ωB97M-V functional and the def2-TZVPD basis.

Atoms and positions in Å:
Ni: -0.5173 -0.3285 2.2192
F: 0.1097 -1.0153 3.6923
O: -1.1329 -1.4789 0.7011
C: -0.8898 -0.8505 -0.3277
C: -0.3105 0.5351 -0.2679
O: -0.1780 0.9681 1.0243
H: -1.0809 -1.3158 -1.3117
H: -1.0522 1.1436 -0.8397
C: 1.0208 0.5771 -1.0724
H: 0.8479 0.9393 -2.0959
H: 1.4613 -0.4260 -1.1564
H: 1.7219 1.2519 -0.5653

Atoms 1-3, force components in eV/Å:
Ni 0.1 0.2 0.6
F 0.1 -0.4 0.5
O 0.0 0.2 -0.7

orbital gap (alpha / beta)	10.18 / 10.26	eV
highest occupied orbital energy (alpha / beta)	-10.28 / -10.37	eV
DFT total energy	-1875.9408	Ha
LUMO (alpha / beta)	-0.10 / -0.12	eV
<S²>	2.01
spin multiplicity	3

These are the Löwdin partial charges, in e, on atoms 1 to 6: atom 1 (Ni): 0.853, atom 2 (F): -0.484, atom 3 (O): -0.001, atom 4 (C): -0.140, atom 5 (C): -0.498, atom 6 (O): -0.260

---

(6)
Below is a molecular structure, C15H4F5I2IrNOS in a non-equilibrium geometry, with properties calculated with the ωB97M-V functional and the def2-TZVPD basis.

Atoms and positions in Å:
Ir: -0.1627 -0.0082 -0.0780
I: 3.5030 -1.2940 3.5362
C: 1.6311 -0.4204 3.8424
C: 1.1101 -0.2135 5.1071
C: -0.1601 0.2992 5.2837
I: -0.8563 0.5450 7.2473
C: -0.9717 0.6334 4.1602
C: -2.3005 1.0875 4.2404
C: -2.9962 1.3536 3.0848
C: -2.3592 1.2023 1.8521
N: -1.1184 0.7600 1.7388
C: -0.4275 0.4583 2.8639
C: 0.8954 -0.1003 2.6742
O: 1.3516 -0.3297 1.5186
H: 1.7078 -0.4761 5.9656
H: -2.7688 1.2075 5.2062
H: -4.0249 1.6755 3.1187
H: -2.8778 1.4493 0.9384
F: 2.6479 -4.3556 -4.5615
C: 1.8577 -3.8726 -3.6204
C: 1.9132 -2.5158 -3.2781
F: 2.7694 -1.7050 -3.8798
C: 1.0596 -2.0253 -2.3043
F: 1.0791 -0.6991 -1.9958
C: 0.1637 -2.8479 -1.6140
S: -0.9085 -2.2634 -0.3805
C: 0.1444 -4.2104 -1.9562
F: -0.6720 -5.0266 -1.3071
C: 0.9624 -4.7177 -2.9594
F: 0.8944 -5.9982 -3.2845

Atoms 1-3, force components in eV/Å:
Ir 1.1 -2.1 3.6
I -0.3 0.2 0.2
C -0.1 -0.2 -1.8

orbital gap (alpha / beta)	4.61 / 4.79	eV
highest occupied orbital energy (alpha / beta)	-11.03 / -11.14	eV
DFT total energy	-2300.8647	Ha
LUMO (alpha / beta)	-6.43 / -6.35	eV
net charge	+1

These are the Löwdin partial charges, in e, on atoms 1 to 6: atom 1 (Ir): 1.107, atom 2 (I): 1.002, atom 3 (C): -0.619, atom 4 (C): -0.205, atom 5 (C): -0.635, atom 6 (I): 0.985

---

(7)
Below is a molecular structure, C9H25IN2Sn in a non-equilibrium geometry, with properties calculated with the ωB97M-V functional and the def2-TZVPD basis.

Atoms and positions in Å:
C: 0.6178 0.4984 -2.0884
C: -1.3929 1.7609 -0.1449
H: 1.5480 1.0585 -1.9884
H: -0.2219 1.0886 -2.4586
H: 0.7338 -0.4670 -2.5892
H: -1.7642 1.9436 0.8702
H: -0.7677 2.5519 -0.5555
H: -2.1482 1.3973 -0.8399
Sn: 0.0142 0.0969 -0.0263
C: -1.5370 -1.2475 -0.8509
H: -2.4815 -1.0787 -0.3303
H: -1.2746 -2.3124 -0.8155
H: -1.6502 -0.9157 -1.8805
I: 2.0071 1.8271 1.1911
C: 2.8499 -1.4236 0.5340
N: 1.4457 -1.7769 0.1702
C: 1.5455 -2.5860 -1.0788
C: 0.7694 -2.5521 1.2851
C: 0.4124 -1.6482 2.4926
N: -0.6223 -0.5941 2.1516
C: -2.0048 -1.1602 2.1945
C: -0.5906 0.5027 3.1601
H: 3.2185 -0.7045 -0.1985
H: 3.4675 -2.3404 0.5219
H: 2.8710 -0.9030 1.5083
H: 2.1117 -3.5085 -0.8531
H: 0.5545 -2.8210 -1.4749
H: 2.0793 -1.9978 -1.8490
H: -0.1123 -3.0612 0.8686
H: 1.5155 -3.3052 1.6266
H: -0.0676 -2.2858 3.2740
H: 1.2941 -1.1359 2.8982
H: -2.2561 -1.4040 3.2403
H: -2.7202 -0.4337 1.8007
H: -2.0938 -2.0577 1.5487
H: 0.4153 0.9193 3.2049
H: -1.2546 1.3146 2.8196
H: -0.9382 0.0904 4.1338

Atoms 1-3, force components in eV/Å:
C 0.8 -0.4 0.9
C 0.6 -0.5 1.0
H 0.0 0.1 -0.7

orbital gap	8.14	eV
energy above the lowest of the compared OMol25 structures with the same formula, charge and spin	0.0000	eV
highest occupied orbital energy	-7.69	eV
DFT total energy	-979.3451	Ha
LUMO	0.46	eV

These are the Löwdin partial charges, in e, on atoms 1 to 6: atom 1 (C): -0.272, atom 2 (C): -0.279, atom 3 (H): -0.026, atom 4 (H): -0.002, atom 5 (H): -0.021, atom 6 (H): -0.026

---

(8)
Below is 2 unconnected molecules or ions with the total composition C4H9ClNO2 in a non-equilibrium geometry, with properties calculated with the ωB97M-V functional and the def2-TZVPD basis.

Atoms and positions in Å:
C: -0.9875 1.2319 0.2685
C: 1.3030 -0.5767 1.0578
C: -2.3269 0.6167 0.3388
C: 0.9989 0.0841 -0.2269
N: 0.3768 -0.7765 -1.3547
O: -0.6734 2.3455 0.3119
O: 2.0220 0.7963 -0.6648
Cl: -2.5230 -1.0600 -0.3333
H: 0.4868 -1.1805 1.2850
H: 2.1629 -1.2114 0.9471
H: 1.6025 0.1006 1.9675
H: -2.5125 0.4315 1.3791
H: -3.1062 1.2765 0.0898
H: 0.1192 -0.2103 -2.1683
H: 0.8142 -1.6176 -1.7166
H: -0.5159 -1.0536 -1.0844
H: 2.7591 0.8035 -0.0963

Atoms 1-3, force components in eV/Å:
C 3.3 -1.2 -1.9
C 1.1 0.7 1.2
C 0.1 -1.9 1.2

orbital gap	8.72	eV
energy above the lowest of the compared OMol25 structures with the same formula, charge and spin	1.3856	eV
highest occupied orbital energy	-12.44	eV
DFT total energy	-822.8694	Ha
LUMO	-3.72	eV
net charge	+1

These are the Löwdin partial charges, in e, on atoms 1 to 6: atom 1 (C): -0.217, atom 2 (C): -0.034, atom 3 (C): -0.438, atom 4 (C): -0.399, atom 5 (N): 0.230, atom 6 (O): 0.173

---

- The highest DFT total energy belongs to which entry?
  C7H14

---

- Look up the DFT total energy of the second one.
  -5919.2677 Ha

---

- Look up the DFT total energy of the third one.
  -885.6601 Ha

---

- What is the DFT total energy in the eighth record?
  -822.8694 Ha